(1)
Entry from the OMol25 dataset: a molecular structure, C3H7CaO3 in a non-equilibrium geometry (ωB97M-V with the def2-TZVPD basis set).

For the molar mass, the calculation gives 131.16 g mol⁻¹. For the total energy, the calculation gives -27803.0790 eV. The maximum force is 3.25 eV/Å. The value obtained for the orbital gap (spin up / spin down) is 0.32748 / 0.32145 Eh. Its expectation value of S² is 0.755.

ORCA input file:
```
! RIJCOSX wB97M-V def2-TZVPD def2/J DEFGRID3
* xyz 0 2
O 0.408 2.127 0.010
C -0.799 1.484 -0.232
C -0.933 0.243 0.646
O 0.283 -0.522 0.556
C 0.276 -1.676 -0.265
H -0.901 1.181 -1.295
H -1.669 2.133 -0.011
H -1.783 -0.393 0.362
H -1.012 0.535 1.703
H -0.351 -2.453 0.190
H -0.082 -1.412 -1.269
Ca 1.900 0.951 0.475
O 3.198 -0.363 -0.347
H 1.466 -1.836 -0.523
*
```

---

(2)
Entry from the OMol25 dataset: 2 unconnected molecules or ions with the total composition C3H7Cl (ωB97M-V with the def2-TZVPD basis set).

For the molar mass, the calculation gives 78.54 g mol⁻¹. As for the energy above the lowest of the compared OMol25 structures with the same formula, charge and spin: 308.6 kJ/mol. For the total energy, the calculation gives -15743.4216 eV. The maximum force is 0.66 eV/Å. The value obtained for the orbital gap (spin up / spin down) is 0.33528 / 0.30947 Eh.

ORCA input file:
```
! RIJCOSX wB97M-V def2-TZVPD def2/J DEFGRID3
* xyz 0 1
C 0.203 0.893 -1.868
C 0.401 -0.921 1.221
C -0.567 0.119 0.802
Cl -2.166 -0.395 0.486
H -0.785 1.131 -2.194
H 0.847 1.674 -1.524
H 0.631 -0.053 -2.119
H 1.398 -0.495 1.287
H 0.407 -1.753 0.518
H 0.131 -1.324 2.203
H -0.501 1.123 1.186
*
```

---

(3)
Entry from the OMol25 dataset: 2 unconnected molecules or ions with the total composition C3H7Cl in a non-equilibrium geometry (ωB97M-V with the def2-TZVPD basis set).

For the molar mass, the calculation gives 78.54 g mol⁻¹. As for the energy above the lowest of the compared OMol25 structures with the same formula, charge and spin: 276.5 kJ/mol. For the total energy, the calculation gives -15743.7543 eV. The maximum force is 7.30 eV/Å. The value obtained for the orbital gap is 0.36040 Eh.

ORCA input file:
```
! RIJCOSX wB97M-V def2-TZVPD def2/J DEFGRID3
* xyz 0 1
C 0.584 1.148 -0.044
C 0.369 -0.312 0.402
C -1.728 -1.012 -0.057
Cl -2.616 0.493 0.020
H -0.056 1.790 0.296
H 1.636 1.246 0.231
H 0.761 1.213 -1.059
H 0.847 -1.076 -0.172
H 0.503 -0.523 1.450
H -2.117 -1.748 0.617
H -1.673 -1.084 -1.123
*
```

---

(4)
Entry from the OMol25 dataset: C3H7ClN2 in the gas phase in a non-equilibrium geometry (ωB97M-V with the def2-TZVPD basis set).

For the molar mass, the calculation gives 106.56 g mol⁻¹. As for the energy above the lowest of the compared OMol25 structures with the same formula, charge and spin: 250.0 kJ/mol. For the total energy, the calculation gives -18724.7420 eV. As for the SMILES: C=CNNCCl. The maximum force is 2.34 eV/Å. The value obtained for the orbital gap is 0.34824 Eh.

ORCA input file:
```
! RIJCOSX wB97M-V def2-TZVPD def2/J DEFGRID3
* xyz 0 1
C -0.681 0.654 -1.958
C -0.338 -0.242 -1.058
N -0.679 -0.123 0.277
N 0.141 -0.808 1.229
C 1.012 -0.085 2.052
Cl 0.040 1.197 2.884
H -1.432 1.405 -1.770
H -0.602 0.564 -3.025
H 0.499 -0.818 -1.272
H -0.935 0.833 0.431
H -0.452 -1.347 1.776
H 1.641 -0.640 2.742
H 1.767 0.214 1.354
*
```

---

(5)
Entry from the OMol25 dataset: 2 unconnected molecules or ions with the total composition C3H7ClN3 in a non-equilibrium geometry (ωB97M-V with the def2-TZVPD basis set).

For the molar mass, the calculation gives 120.56 g mol⁻¹. As for the energy above the lowest of the compared OMol25 structures with the same formula, charge and spin: 629.8 kJ/mol. For the total energy, the calculation gives -20204.2138 eV. The maximum force is 4.20 eV/Å. The value obtained for the orbital gap (spin up / spin down) is 0.29591 / 0.26803 Eh.

ORCA input file:
```
! RIJCOSX wB97M-V def2-TZVPD def2/J DEFGRID3
* xyz 1 1
C 0.005 1.240 0.586
C 0.351 -0.619 -0.555
C -1.872 -0.368 0.452
N 1.268 1.287 0.412
N -0.636 0.194 0.048
N 1.619 0.197 -0.327
Cl 3.030 -0.712 0.113
H -0.368 1.988 1.295
H 0.525 -1.548 -0.117
H 0.253 -0.756 -1.722
H -1.839 -0.429 1.551
H -2.792 0.235 0.115
H -1.813 -1.453 -0.011
H 2.270 0.743 -1.840
*
```

---

(6)
Entry from the OMol25 dataset: 2 unconnected molecules or ions with the total composition C3H7ClOS in a non-equilibrium geometry (ωB97M-V with the def2-TZVPD basis set).

For the molar mass, the calculation gives 126.61 g mol⁻¹. As for the energy above the lowest of the compared OMol25 structures with the same formula, charge and spin: 79.3 kJ/mol. For the total energy, the calculation gives -28628.9540 eV. As for the SMILES: CCC(=O)Cl.S. The maximum force is 5.35 eV/Å. The value obtained for the orbital gap is 0.38140 Eh.

ORCA input file:
```
! RIJCOSX wB97M-V def2-TZVPD def2/J DEFGRID3
* xyz 0 1
C 1.719 -0.494 0.190
C 0.461 -0.769 -0.539
C -0.734 -0.687 0.397
O -0.826 -0.064 1.397
Cl -2.074 -1.682 -0.202
H 1.758 -0.132 1.177
H 2.263 0.212 -0.480
H 2.378 -1.547 0.261
H 0.468 -1.613 -1.158
H 0.249 0.074 -1.122
S -1.928 2.658 -0.352
H -2.798 2.268 0.515
H -0.938 1.776 -0.083
*
```

---

(7)
Entry from the OMol25 dataset: C3H7F2N in the gas phase in a non-equilibrium geometry (ωB97M-V with the def2-TZVPD basis set).

For the molar mass, the calculation gives 95.09 g mol⁻¹. As for the energy above the lowest of the compared OMol25 structures with the same formula, charge and spin: 203.5 kJ/mol. For the total energy, the calculation gives -10139.3351 eV. The maximum force is 11.60 eV/Å. The value obtained for the orbital gap (spin up / spin down) is 0.21125 / 0.35870 Eh. Its expectation value of S² is 2.007.

ORCA input file:
```
! RIJCOSX wB97M-V def2-TZVPD def2/J DEFGRID3
* xyz 0 3
C 0.673 -0.222 1.273
C -0.605 1.159 -0.335
C 0.300 -0.055 -0.239
N -0.669 -1.307 -0.607
F -1.052 -1.059 -1.934
F 0.113 -2.342 -0.937
H 1.366 -1.202 1.354
H 1.361 0.606 1.480
H -0.282 -0.088 1.885
H -0.694 1.412 -1.451
H -0.069 1.945 0.324
H -1.552 1.181 0.119
H 1.110 -0.028 -0.932
*
```

---

(8)
Entry from the OMol25 dataset: a gas-phase ion, C3H7F2N2 (charge +1) in a non-equilibrium geometry (ωB97M-V with the def2-TZVPD basis set).

For the molar mass, the calculation gives 109.10 g mol⁻¹. As for the energy above the lowest of the compared OMol25 structures with the same formula, charge and spin: 73.6 kJ/mol. For the total energy, the calculation gives -11632.2150 eV. As for the SMILES: N/C=[NH+]/[C@H](F)CF. The maximum force is 4.40 eV/Å. The value obtained for the orbital gap is 0.41284 Eh.

ORCA input file:
```
! RIJCOSX wB97M-V def2-TZVPD def2/J DEFGRID3
* xyz 1 1
N 2.397 -0.591 0.364
C 1.507 0.241 -0.122
N 0.286 0.233 0.341
C -0.815 0.663 -0.363
F -1.165 1.961 -0.143
C -2.108 -0.191 0.061
F -1.791 -1.473 -0.301
H 3.384 -0.546 -0.061
H 2.218 -1.445 0.870
H 1.704 0.915 -0.924
H 0.316 -0.156 1.286
H -0.722 0.422 -1.460
H -2.400 -0.245 1.073
H -2.812 0.212 -0.622
*
```

---

(9)
Entry from the OMol25 dataset: 2 unconnected molecules or ions with the total composition C3H7FN2O in a non-equilibrium geometry (ωB97M-V with the def2-TZVPD basis set).

For the molar mass, the calculation gives 106.10 g mol⁻¹. As for the energy above the lowest of the compared OMol25 structures with the same formula, charge and spin: 429.9 kJ/mol. For the total energy, the calculation gives -10964.7108 eV. The maximum force is 5.40 eV/Å. The value obtained for the orbital gap (spin up / spin down) is 0.28864 / 0.32081 Eh.

ORCA input file:
```
! RIJCOSX wB97M-V def2-TZVPD def2/J DEFGRID3
* xyz 0 1
C 1.255 -0.277 -0.193
C -2.116 -0.870 0.388
C -1.356 0.434 0.581
N 3.420 0.419 0.307
N 2.015 0.662 0.349
O 1.508 -1.195 -0.875
F -1.633 1.415 -0.270
H -1.609 -1.587 1.038
H -2.180 -1.133 -0.629
H -3.187 -0.731 0.568
H -0.488 0.567 1.133
H 3.711 -0.065 1.077
H 3.639 -0.074 -0.656
H 1.838 1.581 0.319
*
```

---

(10)
Entry from the OMol25 dataset: a gas-phase ion, C3H7FN3 (charge +1) in a non-equilibrium geometry (ωB97M-V with the def2-TZVPD basis set).

For the molar mass, the calculation gives 104.11 g mol⁻¹. As for the energy above the lowest of the compared OMol25 structures with the same formula, charge and spin: 0.4 kJ/mol. For the total energy, the calculation gives -10405.4425 eV. As for the SMILES: CC(=[NH2+])/N=C(/N)F. The maximum force is 3.54 eV/Å. The value obtained for the orbital gap is 0.42419 Eh.

ORCA input file:
```
! RIJCOSX wB97M-V def2-TZVPD def2/J DEFGRID3
* xyz 1 1
C -1.411 -0.929 -0.094
C -0.664 0.351 -0.121
N -1.341 1.508 -0.234
N 0.658 0.446 -0.017
C 1.854 0.067 0.002
N 2.876 0.009 0.936
F 2.508 0.036 -1.175
H -2.011 -1.151 -0.997
H -0.788 -1.744 0.079
H -2.062 -0.820 0.840
H -2.348 1.384 -0.418
H -1.047 2.487 -0.340
H 3.756 -0.108 0.454
H 3.002 0.092 1.898
*
```